# 1
{"formula": "C18H22Br2Cl2N10STi", "method": "the ωB97M-V functional and the def2-TZVPD basis", "species": ["Ti", "C", "C", "N", "N", "C", "N", "S", "C", "C", "C", "C", "C", "N", "H", "H", "H", "H", "H", "H", "H", "H", "H", "H", "N", "C", "N", "C", "N", "N", "C", "N", "C", "C", "C", "C", "C", "N", "H", "H", "H", "H", "H", "H", "H", "H", "Br", "C", "Br", "H", "H", "Cl", "C", "Cl", "H", "H"], "coordinates": [[-0.1473, -0.1128, -0.0905], [1.3836, 4.0435, 0.4531], [1.2110, 2.5956, 0.1907], [0.0590, 1.9988, 0.2743], [-1.0668, 2.7730, 0.5094], [-2.2205, 2.2795, 0.0534], [-3.3509, 2.9035, 0.2244], [-2.1644, 0.7658, -0.8188], [2.2916, 1.6999, -0.2522], [3.6063, 2.0881, -0.3620], [4.5480, 1.1788, -0.8623], [4.1262, -0.0791, -1.2349], [2.7803, -0.4077, -1.0896], [1.8772, 0.4491, -0.6093], [1.0256, 4.3022, 1.4543], [0.7908, 4.6166, -0.2689], [2.4144, 4.3694, 0.3755], [-1.0552, 3.4864, 1.2421], [-3.4063, 3.7863, 0.7272], [-4.2159, 2.5214, -0.1394], [3.9229, 3.0801, -0.0742], [5.5868, 1.4698, -0.9589], [4.8145, -0.8108, -1.6365], [2.4248, -1.3900, -1.3689], [0.4017, 0.3038, -3.3749], [0.1117, -0.9573, -3.0518], [0.1440, -1.8596, -3.9911], [-0.2420, -3.1064, -3.6844], [-0.1922, -4.0422, -4.5877], [-0.7420, -3.4503, -2.4417], [-0.6633, -2.5591, -1.5327], [-0.1760, -1.2589, -1.7084], [-1.2334, -2.8233, -0.1949], [-1.8636, -4.0044, 0.1199], [-2.4611, -4.1267, 1.3729], [-2.4230, -3.0479, 2.2439], [-1.7681, -1.8922, 1.8604], [-1.1616, -1.7794, 0.6646], [0.5495, 0.4896, -4.3600], [0.1455, 1.0834, -2.7942], [0.1402, -3.8362, -5.5221], [-0.5128, -4.9786, -4.3778], [-1.8958, -4.8025, -0.6089], [-2.9633, -5.0441, 1.6535], [-2.8996, -3.0944, 3.2139], [-1.7348, -1.0344, 2.5189], [1.9763, -2.9429, 1.4016], [1.9987, -1.6979, 2.8304], [0.9371, -0.0376, 2.4445], [2.9991, -1.3198, 3.0044], [1.5355, -2.1061, 3.7213], [-1.7946, 1.8485, 3.5119], [-2.7616, 3.2647, 4.0062], [-2.3437, 4.6744, 3.0040], [-2.5287, 3.4947, 5.0401], [-3.8134, 3.0357, 3.8803]], "forces_ev_per_a": [[0.6, 0.0, 0.0], [0.0, 0.0, 0.0], [0.0, 0.0, 0.0], [-0.1, 0.0, 0.0], [0.0, 0.0, 0.0], [0.0, 0.0, 0.0], [0.0, 0.0, 0.0], [-0.2, 0.2, -0.1], [0.0, 0.0, 0.0], [0.0, 0.0, 0.0], [0.0, 0.0, 0.0], [0.0, 0.0, 0.0], [0.0, 0.0, 0.0], [-0.2, -0.1, 0.1], [0.0, 0.0, 0.0], [0.0, 0.0, 0.0], [0.0, 0.0, 0.0], [0.0, 0.0, 0.0], [0.0, 0.0, 0.0], [0.0, 0.0, 0.0], [0.0, 0.0, 0.0], [0.0, 0.0, 0.0], [0.0, 0.0, 0.0], [0.0, 0.0, 0.0], [0.0, 0.0, 0.0], [0.0, 0.0, 0.0], [0.0, 0.0, 0.0], [0.0, 0.0, 0.0], [0.0, 0.0, 0.0], [0.2, -0.1, 0.1], [-0.4, 0.0, 0.0], [-0.1, 0.1, -0.1], [0.0, 0.0, -0.1], [0.0, 0.0, 0.0], [0.0, 0.0, 0.0], [0.0, 0.0, 0.0], [0.0, 0.0, 0.1], [0.0, 0.0, 0.0], [0.0, 0.0, 0.0], [0.0, 0.0, 0.0], [0.0, 0.0, 0.0], [0.0, 0.0, 0.0], [0.0, 0.0, 0.0], [0.0, 0.0, 0.0], [0.0, 0.0, 0.0], [0.0, 0.0, 0.0], [0.0, 0.0, 0.0], [-0.1, 0.2, 0.0], [0.1, -0.1, 0.0], [0.0, 0.0, 0.0], [0.0, 0.0, 0.0], [0.0, -0.1, 0.1], [0.0, 0.2, 0.0], [0.0, 0.0, 0.0], [0.1, 0.0, 0.0], [0.0, 0.0, 0.0]], "mulliken_charge": [-0.414, -1.508, 0.824, 0.891, -0.334, 0.567, -0.219, -0.287, 0.274, -0.782, -0.697, -1.070, -0.119, 0.702, 0.380, 0.367, 0.487, 0.104, 0.205, 0.267, 0.416, 0.512, 0.500, 0.566, -0.141, 0.246, -0.637, 0.269, -0.223, -0.570, -0.176, 0.943, 0.751, -0.696, -0.619, -1.022, -0.056, 0.711, 0.324, 0.094, 0.298, 0.283, 0.616, 0.511, 0.514, 0.421, 0.014, -0.633, 0.014, 0.495, 0.484, -0.074, -0.399, -0.120, 0.408, 0.340], "total_charge": 4, "mol_weight_g_mol": 689.1, "de_lowest_kcal_mol": 0.0, "e_lumo_ha": -0.5130, "orbital_gap_ev": 7.04, "total_energy_ha": -8561.47362}

# 2
{"formula": "C18H22BrN4O2Pt", "method": "the ωB97M-V functional and the def2-TZVPD basis", "species": ["Pt", "O", "C", "C", "C", "C", "C", "C", "C", "O", "N", "N", "C", "C", "Br", "C", "C", "C", "C", "C", "C", "C", "H", "H", "H", "H", "H", "H", "H", "H", "H", "H", "H", "H", "H", "H", "N", "C", "C", "N", "H", "H", "H", "H", "H", "H", "H", "H"], "coordinates": [[0.5290, -1.1000, -0.6855], [-2.0765, -3.1160, 3.9230], [-2.8664, -3.1463, 2.8064], [-4.2391, -3.2444, 3.0012], [-5.0967, -3.2570, 1.9201], [-4.5917, -3.1461, 0.6339], [-3.2279, -3.0213, 0.4308], [-2.3565, -3.0198, 1.5112], [-0.8401, -2.8917, 1.3055], [-0.4440, -2.9064, 0.0401], [-0.3762, -1.6936, 2.0549], [0.4801, -0.8838, 1.4811], [0.9450, 0.2093, 1.9829], [1.8734, 1.0308, 1.2486], [2.8749, 0.1173, -0.1537], [2.0263, 2.3553, 1.3797], [2.8063, 3.1879, 0.4645], [4.1594, 2.9831, 0.2029], [4.7882, 3.7027, -0.7988], [4.0751, 4.6095, -1.5652], [2.7419, 4.8524, -1.2758], [2.1155, 4.1653, -0.2539], [-1.2293, -3.5517, 3.7756], [-4.5992, -3.3239, 4.0140], [-6.1576, -3.3683, 2.0862], [-5.2650, -3.1518, -0.2083], [-2.8225, -2.9321, -0.5670], [-0.3824, -3.7695, 1.8269], [-0.8423, -1.4342, 2.9188], [0.6257, 0.5710, 2.9576], [1.4161, 2.8679, 2.1126], [4.7227, 2.2801, 0.7993], [5.8372, 3.5411, -0.9910], [4.5598, 5.1375, -2.3730], [2.1909, 5.5841, -1.8459], [1.0738, 4.3513, -0.0295], [0.8221, -1.1344, -2.9427], [0.2891, 0.0818, -3.5705], [-1.0207, 0.4876, -2.8934], [-0.7509, 0.8014, -1.4869], [1.8176, -1.2283, -3.1361], [0.3544, -1.9638, -3.2993], [0.1140, -0.0555, -4.6422], [1.0228, 0.8811, -3.4379], [-1.7213, -0.3504, -2.9283], [-1.4643, 1.3374, -3.4225], [-1.6192, 0.8612, -0.9652], [-0.2698, 1.6944, -1.4071]], "forces_ev_per_a": [[0.1, -0.7, 1.1], [0.4, 0.2, 0.4], [-0.6, 0.0, -0.7], [0.3, -0.1, 0.2], [0.0, 0.0, 0.0], [-0.1, 0.0, -0.1], [0.0, 0.0, 0.2], [0.4, 0.3, 0.2], [-0.5, -0.8, 1.3], [0.9, 0.9, -2.1], [-0.2, 0.0, 0.2], [-0.3, 0.5, -1.8], [-0.2, -0.5, 0.4], [0.4, 0.7, -0.6], [-0.3, 0.2, 0.2], [-0.1, -0.7, -0.1], [0.2, 0.3, -0.3], [-0.1, 0.2, 0.2], [0.0, -0.1, 0.0], [0.0, 0.0, 0.0], [0.0, 0.1, -0.1], [0.0, -0.2, 0.1], [-0.1, -0.1, -0.1], [-0.1, -0.1, 0.1], [-0.1, 0.0, 0.0], [-0.1, 0.0, -0.1], [0.1, 0.0, 0.0], [0.0, 0.2, -0.1], [0.2, 0.1, -0.1], [0.1, -0.2, 0.1], [-0.1, -0.1, 0.2], [0.0, -0.1, 0.0], [0.1, 0.0, 0.0], [0.0, 0.1, 0.0], [-0.1, 0.1, -0.1], [-0.1, 0.1, 0.0], [-0.3, -0.6, 1.4], [-0.6, 0.5, 0.0], [0.3, 0.0, -0.2], [0.1, 0.0, 0.2], [-0.2, -0.1, 0.1], [0.1, 0.0, 0.0], [0.2, 0.0, 0.1], [0.0, -0.1, 0.0], [0.0, 0.1, 0.0], [0.0, -0.1, 0.0], [0.1, 0.0, 0.1], [-0.1, -0.1, 0.1]], "mulliken_charge": [1.004, -0.699, 0.290, -0.454, -0.438, -0.616, -0.606, 0.486, 0.086, -0.852, -0.019, -0.281, 0.083, -0.343, -0.131, -0.442, 0.239, -0.242, -0.586, -0.496, -0.652, -0.363, 0.394, 0.436, 0.386, 0.402, 0.470, 0.134, 0.326, 0.467, 0.452, 0.558, 0.401, 0.420, 0.415, 0.470, -0.557, -0.455, -0.661, -0.536, 0.303, 0.310, 0.403, 0.327, 0.349, 0.416, 0.250, 0.151], "total_charge": 1, "mol_weight_g_mol": 601.4, "e_lumo_ha": [-0.1522, -0.1532], "orbital_gap_ev": [6.74, 6.71], "total_energy_ha": -3761.61353}

# 3
{"formula": "C18H22Cl2NO3", "method": "the ωB97M-V functional and the def2-TZVPD basis", "species": ["C", "O", "C", "C", "C", "C", "C", "C", "N", "C", "C", "C", "O", "C", "O", "C", "C", "C", "Cl", "C", "C", "C", "Cl", "C", "H", "H", "H", "H", "H", "H", "H", "H", "H", "H", "H", "H", "H", "H", "H", "H", "H", "H", "H", "H", "H", "H"], "coordinates": [[-2.4888, -3.7302, 0.0369], [-1.1301, -3.3348, 0.0407], [-0.7614, -2.2555, -0.6743], [-1.6241, -1.4264, -1.3919], [-1.1231, -0.3312, -2.0699], [0.2267, -0.0287, -2.0395], [1.0977, -0.8560, -1.3409], [2.5718, -0.5551, -1.2949], [3.0099, -0.1103, 0.0603], [4.4523, 0.1802, 0.0781], [2.2001, 1.0202, 0.5841], [1.1522, 0.4867, 1.5723], [1.8592, -0.3704, 2.4430], [0.4684, 1.6722, 2.2771], [-0.1587, 2.4848, 1.3203], [-1.3198, 2.0751, 0.7287], [-2.1541, 1.0685, 1.1923], [-3.3359, 0.7876, 0.5196], [-4.3440, -0.4778, 1.1156], [-3.7112, 1.4975, -0.6069], [-2.8725, 2.4907, -1.0837], [-1.6824, 2.7646, -0.4364], [-0.6044, 3.9579, -1.0528], [0.6055, -1.9632, -0.6673], [-2.5330, -4.6234, 0.6565], [-3.1298, -2.9556, 0.4662], [-2.8278, -3.9729, -0.9732], [-2.6798, -1.6342, -1.4316], [-1.7966, 0.2972, -2.6292], [0.5971, 0.8310, -2.5755], [2.8164, 0.2402, -2.0021], [3.1460, -1.4472, -1.5565], [2.8348, -0.8731, 0.7343], [4.7775, 0.3928, 1.0946], [5.0119, -0.6763, -0.2937], [4.6637, 1.0401, -0.5555], [1.7147, 1.5591, -0.2293], [2.8575, 1.7053, 1.1217], [0.3808, -0.0796, 1.0275], [1.2893, -0.6748, 3.1573], [-0.2295, 1.3164, 3.0435], [1.2130, 2.3108, 2.7601], [-1.9207, 0.5033, 2.0794], [-4.6397, 1.2784, -1.1078], [-3.1390, 3.0509, -1.9654], [1.2598, -2.6351, -0.1317]], "forces_ev_per_a": [[-0.3, -0.1, 0.0], [0.3, 0.1, 0.0], [0.2, 0.2, 0.0], [-0.1, -0.2, 0.1], [0.1, 0.0, 0.0], [0.1, 0.0, 0.0], [-0.1, -0.1, 0.0], [-0.5, -0.3, -0.6], [0.0, -0.3, 0.3], [0.8, 0.1, 0.0], [-0.7, 0.4, 0.6], [-0.5, 0.4, -0.4], [0.2, 0.1, 0.2], [0.3, -0.4, 0.1], [-0.2, 0.1, -0.2], [-0.1, 0.1, -0.3], [0.1, 0.0, 0.1], [0.2, 0.3, -0.2], [-0.1, -0.1, 0.1], [0.0, -0.1, 0.1], [0.2, 0.0, 0.2], [0.0, -0.1, 0.2], [0.1, 0.2, -0.2], [-0.1, -0.1, -0.1], [0.0, 0.1, -0.1], [0.1, 0.0, 0.0], [0.0, 0.0, 0.0], [-0.2, 0.0, 0.0], [-0.1, 0.1, -0.1], [0.1, 0.1, -0.1], [0.1, 0.0, 0.2], [0.1, 0.1, 0.1], [0.1, 0.1, -0.2], [-0.1, 0.0, 0.0], [-0.1, 0.0, 0.0], [-0.1, 0.0, 0.0], [0.1, -0.1, 0.0], [0.1, -0.1, -0.1], [0.2, 0.2, 0.1], [0.0, -0.1, 0.0], [0.1, 0.0, 0.0], [-0.1, -0.1, 0.0], [0.1, -0.1, 0.1], [-0.1, 0.0, 0.0], [0.0, 0.1, -0.1], [0.1, -0.1, 0.1]], "mulliken_charge": [-0.684, -0.452, 0.622, -0.558, -0.999, -0.383, 0.642, -1.302, 0.242, -0.953, -1.363, 1.633, -0.671, -1.138, -0.481, 0.572, -0.641, -0.039, -0.189, -0.462, -0.658, 0.673, -0.187, -0.456, 0.265, 0.178, 0.360, 0.562, 0.530, 0.420, 0.461, 0.458, 0.397, 0.368, 0.361, 0.429, 0.310, 0.619, -0.579, 0.461, 0.383, 0.429, 0.384, 0.457, 0.477, 0.502], "total_charge": 1, "mol_weight_g_mol": 371.3, "de_lowest_kcal_mol": 8.6, "smiles": "COc1cccc(C[N@@H+](C)C[C@@H](O)COc2cc(Cl)ccc2Cl)c1", "e_lumo_ha": -0.0883, "orbital_gap_ev": 8.99, "total_energy_ha": -1899.72677}

# 4
{"formula": "C18H22ClO7P", "method": "the ωB97M-V functional and the def2-TZVPD basis", "species": ["C", "O", "C", "C", "C", "C", "C", "C", "O", "P", "O", "O", "O", "C", "O", "O", "C", "C", "C", "C", "C", "C", "C", "C", "Cl", "C", "C", "H", "H", "H", "H", "H", "H", "H", "H", "H", "H", "H", "H", "H", "H", "H", "H", "H", "H", "H", "H", "H", "H"], "coordinates": [[2.2483, 1.0434, 3.4991], [1.3463, 1.3081, 2.3767], [1.1939, 0.3531, 1.2451], [0.3612, -0.8772, 1.5589], [-0.7415, -0.8773, 2.3478], [-1.4937, -2.0348, 2.6414], [-1.0740, -3.2656, 2.1045], [-0.0374, -3.2814, 1.1306], [0.2169, -4.4192, 0.3701], [-0.5597, -4.4788, -1.1495], [-0.1904, -3.2750, -1.9244], [-2.0987, -4.7788, -1.0921], [0.1627, -5.6538, -2.0165], [0.7168, -2.1795, 1.0881], [2.5487, 0.0058, 0.8303], [2.3663, 0.6140, -0.4783], [0.9918, 0.9568, -0.1795], [-0.0227, 0.3207, -1.0982], [0.2130, 0.7979, -2.5193], [0.1470, 2.2953, -2.4724], [1.1691, 3.0186, -1.5586], [0.9425, 2.5157, -0.1718], [-0.4847, 2.8458, 0.3193], [-1.5639, 2.3958, -0.6258], [-3.1622, 2.8869, -0.1013], [-1.2713, 2.7699, -2.1057], [-1.4948, 0.8216, -0.6114], [3.2650, 0.9763, 3.1141], [2.2432, 1.6951, 4.3000], [1.9692, 0.1243, 3.8755], [-1.0642, 0.0388, 2.8588], [-2.3765, -2.1549, 3.3151], [-1.7601, -4.0965, 2.3634], [-2.3165, -4.6324, -2.0096], [1.0888, -5.5100, -1.9221], [1.6051, -2.2793, 0.3970], [-0.1557, -0.7479, -1.1534], [1.2135, 0.3836, -2.8984], [-0.6571, 0.3792, -3.0828], [0.3430, 2.7342, -3.4824], [2.1768, 2.7746, -1.8677], [1.0362, 4.1220, -1.5754], [1.6477, 2.9660, 0.4849], [-0.7298, 2.3795, 1.2583], [-0.6676, 3.8922, 0.5885], [-2.0298, 2.3568, -2.7906], [-1.2867, 3.8331, -2.3283], [-2.3759, 0.5727, -1.2235], [-1.5981, 0.3645, 0.3711]], "forces_ev_per_a": [[0.5, -1.4, -3.8], [-1.2, 0.2, -1.0], [2.1, 0.2, 1.7], [1.0, -2.1, 0.5], [-2.0, 1.0, 1.9], [0.9, -1.6, -0.1], [-1.6, 0.4, -0.6], [-2.4, -0.8, 2.4], [-1.6, -1.0, -2.0], [4.2, 2.1, -0.8], [-1.0, 0.4, 0.9], [0.7, -0.8, 1.2], [-2.3, -0.7, 2.1], [3.1, 2.2, -3.2], [-0.8, -0.3, 0.0], [0.1, -0.7, -0.2], [1.0, 1.4, 1.4], [-2.6, 0.9, -0.2], [0.8, -0.9, 0.0], [0.1, 2.2, -2.0], [-0.7, -0.4, -0.5], [-2.2, -1.0, 0.3], [-0.4, 1.5, 0.5], [1.4, -2.1, -1.3], [-0.6, 0.4, 0.2], [-0.1, 0.1, 0.2], [0.8, 0.8, -0.5], [0.1, 0.0, 0.0], [-0.8, 2.2, 1.0], [-0.4, -2.3, 1.0], [0.2, -0.1, -0.5], [1.0, 1.0, -0.6], [0.9, 0.1, -0.6], [-1.0, 0.2, -0.9], [1.4, 0.1, -0.2], [-0.9, 0.4, 0.8], [0.8, -0.6, 0.7], [-1.4, 0.6, 0.3], [1.0, 0.4, -0.1], [-0.2, -0.6, 0.4], [0.3, 0.0, -0.2], [0.0, -0.6, -0.2], [0.6, -0.2, 0.8], [0.3, -0.6, 0.6], [0.6, 0.3, -0.5], [0.2, -0.2, 0.4], [-0.2, 0.4, 0.5], [0.7, -0.9, -0.2], [-0.5, 0.5, 0.2]], "mulliken_charge": [-1.014, -0.413, 1.049, -0.424, 0.226, -0.968, -0.423, 0.180, -0.460, 0.777, -0.482, -0.439, -0.509, 0.039, -0.487, -0.499, 0.345, 0.491, -1.090, 0.430, -1.403, -0.166, -1.533, 1.598, -0.223, -1.525, -1.286, 0.306, 0.339, 0.370, 0.370, 0.348, 0.337, 0.363, 0.322, 0.280, 0.067, 0.244, 0.530, 0.027, 0.438, 0.527, 0.709, 0.489, 0.476, 0.417, 0.490, 0.482, 0.281], "mol_weight_g_mol": 416.8, "de_lowest_kcal_mol": 45.5, "smiles": "CO[C@]1(c2cccc(OP(=O)(O)O)c2)OO[C@@]12[C@@H]1C[C@@H]3C[C@H]2C[C@@](Cl)(C3)C1", "e_lumo_ha": 0.0094, "orbital_gap_ev": 9.61, "total_energy_ha": -2027.27441}